C30H25F3N3OS3SbTeW as an isolated structure, computed with ωB97M-V with the def2-TZVPD basis set.

XYZ file:
```
68
Properties=species:S:1:pos:R:3
W 0.466 0.514 0.018
N 3.526 -2.960 -0.347
C 2.547 -2.077 0.004
S 1.877 -1.125 -1.280
N 2.170 -2.056 1.229
N 1.195 -1.118 1.518
C 0.898 -1.160 2.764
C -0.020 -0.314 3.493
C -0.170 -0.485 4.871
C -1.051 0.300 5.585
C -1.801 1.270 4.912
C -1.662 1.453 3.550
C -0.761 0.656 2.846
O -0.634 0.801 1.549
H 3.912 -2.937 -1.271
H 4.002 -3.469 0.376
H 1.429 -1.917 3.333
H 0.420 -1.246 5.372
H -1.159 0.168 6.655
H -2.502 1.886 5.463
H -2.230 2.197 3.007
C -3.355 -1.019 -2.632
C -2.391 -0.185 -1.811
S -1.180 -1.066 -0.927
C -2.387 1.152 -1.834
C -3.329 1.984 -2.669
S -1.233 2.075 -0.916
H -3.278 -2.073 -2.374
H -3.145 -0.923 -3.702
H -4.390 -0.709 -2.474
H -4.312 1.519 -2.748
H -2.936 2.110 -3.684
H -3.458 2.980 -2.242
F -0.432 0.097 -7.694
C -0.019 0.492 -6.474
C -0.472 -0.192 -5.367
C -0.040 0.228 -4.112
C 0.824 1.313 -3.988
C 1.270 1.971 -5.131
C 0.845 1.565 -6.389
Sb 1.527 1.856 -2.074
C 1.132 3.936 -2.150
C 0.150 4.409 -3.020
C -0.142 5.765 -3.089
C 0.554 6.630 -2.270
F 0.276 7.946 -2.333
C 1.521 6.201 -1.388
C 1.805 4.840 -1.334
C 3.607 1.947 -2.574
C 4.449 0.838 -2.490
C 5.780 0.918 -2.882
C 6.260 2.120 -3.361
F 7.550 2.202 -3.743
C 5.465 3.239 -3.464
C 4.134 3.145 -3.065
H -1.141 -1.033 -5.491
H -0.385 -0.302 -3.233
H 1.953 2.812 -5.051
H 1.177 2.061 -7.292
H -0.401 3.720 -3.646
H -0.902 6.150 -3.758
H 2.040 6.917 -0.763
H 2.570 4.496 -0.647
H 4.071 -0.103 -2.108
H 6.443 0.062 -2.819
H 5.881 4.165 -3.847
H 3.511 4.026 -3.157
Te 2.310 2.004 1.018
```

Values from the calculation:
Multiplicity = 1
Lowest unoccupied orbital energy (alpha / beta) = -1.581 / -1.809 eV
Net charge = 0
ΔE to the lowest compared entry with this formula, charge and spin = 63.8 kJ/mol

Löwdin population analysis, charges in e, atoms 1 to 2: atom 1 (W): 0.496, atom 2 (N): 0.078

***

C30H25F5N6O3RuS2 as an isolated structure, computed with ωB97M-V with the def2-TZVPD basis set.

XYZ file:
```
72
Properties=species:S:1:pos:R:3
Ru -0.379 0.423 0.311
O 1.621 0.203 0.053
N 2.393 1.287 0.018
C 3.731 1.093 0.060
C 4.583 2.160 0.016
C 4.058 3.453 -0.063
C 2.694 3.623 -0.094
C 1.850 2.511 -0.054
S 0.124 2.611 -0.103
H 4.037 0.059 0.125
H 5.648 1.983 0.044
H 4.716 4.310 -0.099
H 2.239 4.602 -0.148
C -2.077 -1.271 2.898
C -0.895 -0.402 3.139
N -0.052 0.085 2.227
C 0.944 0.770 2.905
C 0.696 0.698 4.227
N -0.458 -0.049 4.360
C -1.159 -0.264 5.627
N -1.194 0.953 6.370
N -0.610 1.023 7.602
N -0.743 2.201 8.060
C -1.422 2.967 7.125
C -1.801 4.311 7.157
C -2.459 4.801 6.054
C -2.739 3.982 4.938
C -2.372 2.656 4.894
C -1.711 2.168 6.026
H -1.953 -1.773 1.941
H -2.993 -0.682 2.863
H -2.164 -2.025 3.678
H 1.763 1.236 2.393
H 1.233 1.079 5.077
H -0.645 -1.003 6.238
H -2.168 -0.606 5.403
H -1.577 4.928 8.017
H -2.767 5.837 6.030
H -3.264 4.411 4.095
H -2.586 2.039 4.030
C -1.814 1.328 -5.950
C -2.087 0.902 -4.534
C -2.110 1.833 -3.498
C -2.418 1.455 -2.201
C -2.700 0.123 -1.942
C -2.651 -0.833 -2.948
C -2.337 -0.437 -4.236
S -3.278 -0.371 -0.338
C -4.887 0.394 -0.485
O -2.521 0.559 0.653
H -1.845 2.412 -6.046
H -2.554 0.904 -6.629
H -0.831 0.985 -6.277
H -1.898 2.874 -3.712
H -2.465 2.188 -1.406
H -2.852 -1.873 -2.720
H -2.286 -1.178 -5.026
H -4.753 1.451 -0.707
H -5.420 0.262 0.456
H -5.418 -0.108 -1.292
F 2.238 -4.147 -3.876
C 1.538 -3.486 -2.958
C 1.031 -4.147 -1.852
F 1.257 -5.448 -1.701
C 0.286 -3.461 -0.909
F -0.196 -4.122 0.147
C 0.030 -2.098 -1.028
O -0.719 -1.462 -0.119
C 0.561 -1.464 -2.148
F 0.356 -0.136 -2.296
C 1.303 -2.130 -3.101
F 1.779 -1.473 -4.159
```

Values from the calculation:
Multiplicity = 2
Lowest unoccupied orbital energy (alpha / beta) = -3.076 / -3.891 eV
Net charge = +1
<S²> = 0.755
ΔE to the lowest compared entry with this formula, charge and spin = 37.5 kJ/mol

Löwdin population analysis, charges in e, atoms 1 to 2: atom 1 (Ru): 1.156, atom 2 (O): -0.248

***

C30H25IN3O4V as an isolated structure, computed with ωB97M-V with the def2-TZVPD basis set.

XYZ file:
```
64
Properties=species:S:1:pos:R:3
V -0.337 0.030 -0.467
C 0.964 3.690 -1.263
C -0.468 3.804 -1.654
C -0.741 4.616 -2.736
C -2.040 4.691 -3.255
C -3.072 4.095 -2.559
C -2.782 3.206 -1.496
C -3.999 2.602 -0.773
C -1.474 3.019 -1.073
N -1.136 2.019 -0.136
C -1.147 2.361 1.177
O -1.603 3.413 1.618
C -0.453 1.360 2.075
C -0.338 1.573 3.435
C 0.350 0.558 4.148
C 0.863 -0.492 3.406
C 0.832 -0.551 2.025
N 0.165 0.404 1.396
C 1.575 -1.477 1.058
O 2.426 -2.233 1.532
N 1.295 -1.236 -0.219
C 2.244 -1.724 -1.204
C 3.489 -1.053 -1.282
C 3.764 0.155 -0.383
C 4.348 -1.291 -2.334
C 4.010 -2.245 -3.296
C 2.761 -2.858 -3.229
C 1.879 -2.689 -2.134
C 0.619 -3.462 -2.153
H 1.615 4.276 -1.966
H 1.429 2.698 -1.345
H 1.112 4.007 -0.199
H 0.148 5.126 -3.198
H -2.197 5.294 -4.162
H -4.102 4.140 -2.886
H -3.667 1.778 -0.178
H -4.654 2.269 -1.575
H -4.513 3.374 -0.091
H -0.861 2.451 3.853
H 0.412 0.583 5.222
H 1.314 -1.261 4.008
H 3.013 0.918 -0.580
H 4.734 0.547 -0.693
H 3.958 -0.043 0.660
H 5.276 -0.745 -2.370
H 4.696 -2.357 -4.128
H 2.537 -3.573 -4.033
H 0.560 -4.104 -3.031
H -0.268 -2.794 -2.197
H 0.483 -4.122 -1.245
I -0.077 -4.581 5.267
C -0.781 -3.528 3.568
C -1.865 -2.688 3.790
C -2.550 -2.203 2.709
C -2.164 -2.459 1.399
C -0.977 -3.149 1.230
C -0.315 -3.746 2.301
C -2.790 -1.745 0.136
O -3.972 -1.804 -0.126
O -1.850 -1.183 -0.575
H -2.162 -2.471 4.816
H -3.408 -1.544 2.955
H -0.658 -3.284 0.184
H 0.550 -4.361 2.253
```

Values from the calculation:
Multiplicity = 4
Lowest unoccupied orbital energy (alpha / beta) = 2.094 / 2.094 eV
Net charge = -1
<S²> = 3.761

Löwdin population analysis, charges in e, atoms 1 to 2: atom 1 (V): 0.940, atom 2 (C): -0.055

***

C30H25N3SSb2Se4Sn as an isolated structure, computed with ωB97M-V with the def2-TZVPD basis set.

XYZ file:
```
66
Properties=species:S:1:pos:R:3
Sn -0.016 -0.029 0.233
C 5.605 -0.149 -1.204
N 4.877 0.339 -0.029
C 5.640 0.659 1.184
C 3.561 0.244 0.021
N 2.406 0.199 0.032
H 6.331 0.600 -1.512
H 4.911 -0.326 -2.018
H 6.130 -1.077 -0.970
H 6.361 1.441 0.958
H 6.172 -0.224 1.542
H 4.967 1.010 1.958
Se 1.745 5.448 -1.211
Sb -0.394 5.253 -0.166
Se -0.258 2.321 0.262
Se -2.358 5.289 -1.546
Se -0.661 5.777 2.157
N 0.205 -9.930 0.893
C 0.223 -8.783 0.811
C 0.248 -7.331 0.713
C -0.550 -6.567 1.559
C -0.506 -5.186 1.485
C 0.342 -4.559 0.570
C 1.119 -5.331 -0.292
C 1.074 -6.712 -0.222
C 0.408 -3.118 0.530
C 0.502 -1.915 0.529
H -1.197 -7.062 2.271
H -1.124 -4.581 2.134
H 1.756 -4.839 -1.015
H 1.677 -7.318 -0.884
S -2.271 -1.144 -0.438
Sb -4.391 -0.330 -0.026
C -4.598 1.375 1.129
C -4.015 2.532 0.613
C -4.131 3.716 1.327
C -4.809 3.735 2.538
C -5.384 2.578 3.047
C -5.283 1.386 2.346
C -5.192 0.144 -1.891
C -4.927 -0.692 -2.976
C -5.385 -0.332 -4.235
C -6.088 0.856 -4.406
C -6.350 1.683 -3.322
C -5.903 1.331 -2.055
C -5.295 -2.074 0.731
C -4.946 -3.263 0.085
C -5.393 -4.477 0.586
C -6.175 -4.512 1.736
C -6.521 -3.332 2.380
C -6.087 -2.110 1.879
H -3.473 2.537 -0.326
H -3.683 4.614 0.931
H -4.879 4.663 3.090
H -5.912 2.597 3.993
H -5.723 0.494 2.761
H -4.350 -1.600 -2.849
H -5.180 -0.972 -5.084
H -6.422 1.145 -5.395
H -6.892 2.610 -3.461
H -6.097 1.985 -1.213
H -4.307 -3.250 -0.790
H -5.117 -5.397 0.085
H -6.513 -5.462 2.131
H -7.121 -3.358 3.281
H -6.381 -1.206 2.389
```

Values from the calculation:
Multiplicity = 1
Lowest unoccupied orbital energy = -1.593 eV
Net charge = 0
ΔE to the lowest compared entry with this formula, charge and spin = 383.0 kJ/mol

Löwdin population analysis, charges in e, atoms 1 to 2: atom 1 (Sn): 0.570, atom 2 (C): -0.024

***

C30H26B2Cl2F9IrN9O6S as an isolated structure, computed with ωB97M-V with the def2-TZVPD basis set.

XYZ file:
```
86
Properties=species:S:1:pos:R:3
Ir 0.591 -0.080 -0.507
C -0.698 -1.127 3.424
C -0.462 -0.581 2.064
N 0.385 -1.060 1.224
O 1.231 -2.057 1.564
B 1.699 -2.926 0.482
F 2.614 -3.775 0.931
F 0.728 -3.364 -0.360
O 2.735 -1.991 -0.704
N 2.226 -0.933 -1.222
C 2.932 -0.076 -1.958
C 4.236 -0.489 -2.558
C 2.076 0.975 -2.603
N 0.881 1.043 -2.119
O 0.004 2.005 -2.476
B -1.372 1.993 -1.756
F -2.002 0.793 -2.135
F -1.993 3.107 -2.202
O -1.359 2.057 -0.248
N -0.887 0.957 0.356
C -1.196 0.637 1.560
C -2.129 1.403 2.424
C 2.642 1.928 -3.591
H -0.071 -1.994 3.602
H -1.748 -1.410 3.523
H -0.492 -0.369 4.181
H 4.794 -1.095 -1.848
H 4.832 0.383 -2.818
H 4.066 -1.084 -3.458
H -2.617 2.187 1.851
H -1.580 1.857 3.251
H -2.882 0.743 2.851
H 2.956 1.410 -4.499
H 3.529 2.400 -3.161
H 1.914 2.693 -3.838
N 6.167 2.433 0.706
C 4.871 2.146 0.785
N 4.168 2.517 1.853
N 4.328 1.489 -0.251
C 3.093 1.135 -0.192
N 1.983 1.122 0.286
H 6.654 2.935 1.428
H 6.681 2.117 -0.098
H 4.592 3.002 2.624
H 3.180 2.317 1.885
F -7.055 0.719 -0.976
C -6.139 -0.225 -0.974
C -6.142 -1.195 -1.965
F -7.049 -1.162 -2.931
C -5.171 -2.174 -1.960
F -5.176 -3.069 -2.941
C -4.176 -2.211 -0.989
S -2.941 -3.449 -1.003
C -4.198 -1.226 -0.007
F -3.274 -1.228 0.958
C -5.166 -0.243 0.015
F -5.165 0.682 0.968
Cl -4.751 0.644 -4.357
C -3.833 1.970 -4.977
C -4.468 3.180 -5.202
C -3.732 4.266 -5.647
C -2.370 4.156 -5.879
C -1.749 2.943 -5.658
Cl -0.059 2.756 -5.987
C -2.467 1.842 -5.212
N -1.754 0.646 -4.887
C -1.977 -0.560 -5.373
C -2.824 -0.710 -6.518
C -3.051 -1.943 -7.048
C -2.443 -3.069 -6.475
C -1.596 -2.941 -5.364
C -1.342 -1.725 -4.790
C -0.461 -1.651 -3.559
C -1.168 -1.937 -2.259
O -2.081 -2.874 -2.397
O -0.909 -1.421 -1.182
H -5.528 3.265 -5.010
H -4.229 5.211 -5.817
H -1.790 4.996 -6.236
H -1.040 0.780 -4.182
H -3.249 0.178 -6.966
H -3.683 -2.051 -7.919
H -2.616 -4.049 -6.899
H -1.144 -3.829 -4.944
H 0.078 -0.708 -3.456
H 0.301 -2.435 -3.636
```

Values from the calculation:
Multiplicity = 2
Lowest unoccupied orbital energy (alpha / beta) = -6.013 / -7.963 eV
Net charge = +2
<S²> = 0.784
ΔE to the lowest compared entry with this formula, charge and spin = 49.7 kJ/mol

Löwdin population analysis, charges in e, atoms 1 to 2: atom 1 (Ir): 1.503, atom 2 (C): 0.036

***

C30H26Br24F7INO as an isolated structure, computed with ωB97M-V with the def2-TZVPD basis set.

XYZ file:
```
90
Properties=species:S:1:pos:R:3
F 2.734 -6.048 -0.866
C 1.549 -5.378 -1.156
F 0.509 -6.267 -1.374
C 1.772 -4.393 -2.410
F 3.034 -4.734 -2.902
F 0.923 -4.692 -3.476
N 1.698 -2.971 -2.039
C 2.819 -2.125 -2.108
C 2.823 -0.688 -1.783
C 4.213 -0.009 -1.927
C 4.424 0.747 -3.316
C 3.793 0.127 -4.500
C 3.940 0.696 -5.853
C 4.751 1.933 -5.977
C 5.380 2.572 -4.791
C 5.227 1.982 -3.442
C 1.499 -0.110 -1.368
C 1.336 1.340 -1.055
I 2.760 2.917 -1.156
C -0.018 1.774 -0.609
C -1.204 0.872 -0.493
C -1.045 -0.535 -0.814
C 0.311 -1.023 -1.266
C 0.458 -2.482 -1.611
C -0.825 -3.348 -1.457
C -1.179 -3.685 0.081
O -0.465 -2.856 1.010
C -1.348 -2.727 2.164
C -0.604 -2.154 3.427
F -0.447 -3.160 4.365
F 0.602 -1.620 3.052
F -1.425 -1.204 4.028
H 1.334 -4.735 -0.249
H 3.797 -2.583 -2.426
H 4.527 0.622 -1.047
H 4.995 -0.834 -1.958
H 3.200 -0.815 -4.374
H 3.474 0.177 -6.726
H 4.921 2.403 -6.991
H 6.010 3.499 -4.869
H 5.693 2.432 -2.526
H -0.216 2.868 -0.320
H -2.190 1.300 -0.170
H -1.936 -1.196 -0.702
H -1.738 -2.810 -1.852
H -0.809 -4.338 -1.978
H -2.288 -3.731 0.262
H -0.802 -4.748 0.244
H -1.645 -3.792 2.423
H -2.248 -2.131 1.854
C -1.425 6.176 0.043
Br -1.649 7.046 -1.670
Br -0.065 4.800 -0.025
Br -1.101 7.453 1.461
H -2.361 5.681 0.271
C -2.235 -6.264 5.835
Br -3.167 -5.248 4.475
Br -3.440 -7.387 6.846
Br -0.763 -7.276 5.091
H -1.808 -5.547 6.531
C -5.717 2.020 -1.309
Br -5.381 0.454 -0.220
Br -7.543 2.635 -1.139
Br -4.441 3.432 -0.947
H -5.576 1.724 -2.344
C 0.402 -9.859 8.115
Br 1.238 -8.194 8.641
Br 1.576 -10.934 7.015
Br -0.258 -10.845 9.642
H -0.459 -9.603 7.504
C -3.868 9.631 4.197
Br -4.772 11.045 5.156
Br -3.667 8.040 5.284
Br -4.732 9.243 2.509
H -2.869 9.989 3.968
C 8.169 2.309 -8.875
Br 6.868 1.853 -7.506
Br 7.595 1.731 -10.629
Br 8.606 4.194 -8.844
H 9.081 1.768 -8.644
C -7.319 4.854 2.159
Br -8.895 5.839 1.623
Br -6.154 5.913 3.284
Br -7.773 3.164 2.985
H -6.764 4.626 1.253
C -2.239 4.320 3.938
Br -3.133 5.332 2.548
Br -3.466 3.149 4.868
Br -0.699 3.357 3.269
H -1.871 5.039 4.665
```

Values from the calculation:
Multiplicity = 1
Lowest unoccupied orbital energy = -4.671 eV
Net charge = +1

Löwdin population analysis, charges in e, atoms 1 to 2: atom 1 (F): 0.077, atom 2 (C): -0.205